Here is a structure of composition C33H27F13N2PPd from the Open Molecules 2025 dataset. Energies are from ωB97M-V/def2-TZVPD.

XYZ file:
```
77
Properties=species:S:1:pos:R:3
Pd 0.802 1.250 0.163
C 0.925 -2.533 -0.378
C 1.996 -1.594 -0.895
N 2.280 -0.359 -0.098
C 3.540 0.245 -0.653
C 3.457 0.557 -2.133
C 2.522 -0.577 1.352
C 1.258 -0.820 2.172
N 0.092 -0.100 1.614
C -1.112 -0.428 1.955
C -2.244 0.052 1.138
F -1.971 0.656 0.015
C -3.537 -0.243 1.462
F -4.517 0.171 0.699
C -3.806 -1.021 2.591
C -2.782 -1.525 3.408
F -3.089 -2.233 4.460
C -1.472 -1.279 3.105
F -0.537 -1.717 3.893
H 0.776 -3.318 -1.119
H -0.041 -2.034 -0.255
H 1.209 -3.038 0.544
H 1.709 -1.246 -1.886
H 2.937 -2.143 -1.003
H 4.359 -0.462 -0.474
H 3.760 1.139 -0.067
H 3.529 -0.335 -2.751
H 4.291 1.202 -2.410
H 2.525 1.072 -2.375
H 3.024 0.319 1.721
H 3.205 -1.415 1.530
H 1.409 -0.504 3.210
H 1.002 -1.876 2.199
H -4.838 -1.261 2.838
F -6.499 4.387 1.740
C -5.965 4.609 0.538
F -6.602 3.839 -0.353
F -6.163 5.883 0.209
C -4.483 4.278 0.524
C -3.889 3.663 1.621
C -2.544 3.345 1.576
C -1.800 3.633 0.426
C -2.392 4.283 -0.657
C -3.741 4.600 -0.604
P -0.062 3.254 0.505
C 0.717 4.150 1.831
C 1.185 3.481 2.960
C 1.738 4.203 4.007
C 1.826 5.583 3.909
C 1.360 6.257 2.784
C 0.796 5.545 1.743
C 2.428 6.402 5.039
F 3.422 7.159 4.571
F 2.908 5.617 6.003
F 1.499 7.203 5.563
C 0.841 3.286 -1.023
C 0.228 2.787 -2.202
C 0.887 2.890 -3.413
C 2.145 3.480 -3.454
C 2.779 3.948 -2.301
C 2.144 3.845 -1.085
C 2.898 3.605 -4.773
F 3.153 4.883 -5.029
F 2.205 3.084 -5.779
F 4.060 2.948 -4.667
H -4.477 3.466 2.507
H -2.062 2.923 2.454
H -1.816 4.553 -1.533
H -4.213 5.108 -1.435
H 1.120 2.401 3.030
H 2.105 3.702 4.891
H 1.434 7.335 2.730
H 0.418 6.073 0.875
H -0.774 2.376 -2.166
H 0.428 2.531 -4.324
H 3.760 4.400 -2.371
H 2.608 4.234 -0.187
```

Calculated values
* total charge: +3
* calculated total energy: -85706.94569 eV
* energy above the lowest of the compared OMol25 structures with the same formula, charge and spin: 40.57 kJ/mol